Computed, not measured: a molecular structure, C37H31Br2LuN8O4PS8 at a distorted geometry, with ωB97M-V/def2-TZVPD.

Structure (ORCA input):
```
! wB97M-V def2-TZVPD RIJCOSX def2/J DEFGRID3
* xyz -1 1
Lu 0.265 0.263 -0.304
S 2.238 -1.166 -2.367
S 3.872 -0.233 -2.856
S 3.725 1.799 -2.546
S 2.078 2.319 -1.516
O -0.453 -1.560 -1.493
S -1.388 -0.590 -2.228
O -2.096 0.142 -1.088
O -0.364 0.506 -2.609
C -2.972 -2.093 -2.240
C -3.793 -2.271 -3.331
C -4.841 -3.180 -3.250
C -5.050 -3.881 -2.070
C -4.225 -3.667 -0.973
C -3.161 -2.763 -1.036
P -2.074 -2.419 0.442
C -1.241 -4.066 0.589
C -1.859 -5.239 1.022
C -1.142 -6.421 1.151
C 0.209 -6.455 0.835
C 0.833 -5.302 0.377
C 0.114 -4.122 0.257
C -3.400 -2.491 1.739
C -3.345 -3.175 2.953
C -4.281 -2.938 3.957
C -5.292 -2.010 3.769
C -5.358 -1.312 2.567
C -4.422 -1.544 1.575
H -3.624 -1.704 -4.241
H -5.498 -3.334 -4.099
H -5.863 -4.594 -1.998
H -4.435 -4.194 -0.049
H -2.913 -5.240 1.272
H -1.641 -7.317 1.501
H 0.772 -7.374 0.940
H 1.883 -5.315 0.112
H 0.614 -3.235 -0.112
H -2.561 -3.902 3.126
H -4.212 -3.483 4.892
H -6.013 -1.818 4.555
H -6.137 -0.575 2.411
H -4.461 -0.975 0.650
Br 5.461 -0.173 0.398
C 4.255 -1.303 1.304
C 4.782 -2.306 2.135
C 3.968 -3.065 2.922
Br 4.746 -4.372 4.067
C 2.570 -2.837 2.937
C 1.656 -3.466 3.809
C 0.344 -3.094 3.785
C -0.074 -2.114 2.868
N 0.736 -1.529 2.020
C 2.051 -1.868 2.050
C 2.888 -1.060 1.191
O 2.363 -0.164 0.450
H 5.852 -2.459 2.155
H 2.013 -4.209 4.509
H -0.377 -3.533 4.463
H -1.107 -1.798 2.848
N 2.179 0.940 3.456
C 1.917 2.072 2.743
N 0.988 2.161 1.840
C 0.811 3.478 1.471
C 1.646 4.374 2.043
S 2.691 3.571 3.150
C -0.183 3.824 0.453
C -0.685 5.066 0.292
S -1.585 5.144 -1.173
C -1.218 3.471 -1.465
N -0.535 2.889 -0.510
N -1.676 2.868 -2.580
H 1.697 0.126 3.100
H 3.132 0.785 3.744
H 1.740 5.426 1.837
H -0.573 5.922 0.935
H -1.893 3.466 -3.358
H -1.212 1.967 -2.785
C -0.894 1.916 5.839
C -1.831 0.846 5.271
C -2.033 1.029 3.799
N -1.201 0.614 2.920
N -1.542 0.924 1.624
C -2.671 1.579 1.557
N -3.254 2.028 0.419
S -3.377 1.888 3.110
H -0.734 1.761 6.907
H -1.312 2.915 5.696
H 0.069 1.874 5.328
H -2.796 0.869 5.780
H -1.393 -0.143 5.418
H -2.975 1.525 -0.427
H -4.208 2.336 0.484
*
```

The HOMO-LUMO gap (spin up / spin down) is 0.20313 / 0.21176 Ha. For the energy, the calculation gives -328666.1535 eV. The value obtained for the HOMO energy (spin up / spin down) is -3.6026 / -3.8368 eV.

Results of the Mulliken charge analysis, in e, for atoms 1 through 5: 2.091 -0.085 0.004 -0.066 -0.093

---

Computed, not measured: a molecular structure, C37H31CrNO5 at a distorted geometry, with ωB97M-V/def2-TZVPD.

Structure (ORCA input):
```
! wB97M-V def2-TZVPD RIJCOSX def2/J DEFGRID3
* xyz 1 4
C -1.139 -4.415 -1.140
C -1.115 -3.483 -2.338
C 0.102 -3.731 -3.224
C -2.398 -3.614 -3.151
O -1.100 -2.081 -1.842
C -0.116 -1.850 -0.876
C 1.001 -1.093 -1.391
N 2.067 -0.699 -0.802
C 3.034 -0.006 -1.455
C 4.225 0.334 -0.661
C 5.380 0.951 -1.157
C 6.476 1.258 -0.379
C 6.430 0.966 0.986
C 5.285 0.358 1.538
C 4.196 0.047 0.713
C 2.824 0.289 -2.831
C 3.819 0.760 -3.687
C 3.710 0.750 -5.044
C 2.571 0.170 -5.639
C 1.513 -0.258 -4.873
C 1.529 0.051 -3.458
O -0.113 -2.202 0.288
H -2.023 -4.208 -0.523
H -1.164 -5.456 -1.468
H -0.249 -4.264 -0.520
H 0.115 -3.027 -4.068
H 1.029 -3.626 -2.647
H 0.059 -4.749 -3.630
H -2.412 -2.901 -3.986
H -2.474 -4.625 -3.570
H -3.279 -3.438 -2.520
H 0.850 -0.961 -2.584
H 5.446 1.218 -2.182
H 7.364 1.725 -0.809
H 7.283 1.206 1.633
H 5.235 0.125 2.606
H 3.296 -0.420 1.118
H 4.709 1.143 -3.284
H 4.509 1.151 -5.666
H 2.504 0.084 -6.712
H 0.625 -0.721 -5.303
H 0.624 0.331 -2.999
O -3.338 3.397 6.760
C -3.505 2.428 6.130
Cr -3.622 0.826 5.131
C -4.155 1.822 3.626
O -4.424 2.426 2.663
C -5.429 0.548 5.651
O -6.522 0.307 5.985
C -2.684 -0.493 6.544
C -1.742 0.431 6.079
C -1.573 0.625 4.707
C -2.268 -0.192 3.783
C -2.154 0.066 2.349
C -2.093 0.405 1.188
C -2.094 0.779 -0.132
C -1.647 2.086 -0.493
C -1.747 2.532 -1.844
C -1.318 3.808 -2.202
C -0.774 4.677 -1.234
C -0.662 4.254 0.104
C -1.095 2.980 0.480
C -3.236 -1.093 4.267
C -3.428 -1.256 5.637
H -2.873 -0.583 7.610
H -1.159 1.023 6.775
H -0.899 1.387 4.320
H -2.506 0.135 -0.913
H -2.184 1.851 -2.585
H -1.410 4.137 -3.242
H -0.445 5.682 -1.521
H -0.241 4.922 0.863
H -1.031 2.639 1.520
H -3.810 -1.663 3.541
H -4.156 -1.977 5.987
*
```

The HOMO-LUMO gap (spin up / spin down) is 0.20983 / 0.15318 Ha. For the energy, the calculation gives -79007.9172 eV. The value obtained for the HOMO energy (spin up / spin down) is -8.7852 / -9.8017 eV.

Results of the Mulliken charge analysis, in e, for atoms 1 through 5: -1.517 1.482 -1.329 -1.802 -0.348

---

Computed, not measured: a molecular structure, C37H31F4N12O3Tl at a distorted geometry, with ωB97M-V/def2-TZVPD.

Structure (ORCA input):
```
! wB97M-V def2-TZVPD RIJCOSX def2/J DEFGRID3
* xyz -2 1
Tl 0.797 -0.300 -0.736
C -0.767 2.335 -4.873
C -1.307 1.090 -4.609
C -1.708 0.743 -3.333
C -1.604 1.653 -2.275
C -1.011 2.893 -2.547
C -0.605 3.222 -3.822
N -2.067 1.372 -1.000
C -2.026 2.417 -0.023
C -2.878 3.504 -0.153
C -2.788 4.585 0.705
C -1.814 4.584 1.695
C -0.967 3.510 1.842
C -1.048 2.393 0.992
N -0.209 1.319 1.076
N 0.563 1.300 2.130
C 1.097 0.099 2.505
C 1.984 0.057 3.594
C 2.326 -1.167 4.115
C 1.760 -2.320 3.573
C 0.925 -2.182 2.480
N 0.612 -1.016 1.945
H -0.469 2.606 -5.876
H -1.427 0.372 -5.407
H -2.105 -0.247 -3.182
H -0.880 3.602 -1.746
H -0.164 4.194 -3.999
H -3.610 3.505 -0.950
H -3.451 5.432 0.582
H -1.714 5.442 2.347
H -0.186 3.505 2.585
H 2.381 0.986 3.971
H 3.012 -1.235 4.949
H 1.989 -3.294 3.980
H 0.468 -3.043 2.015
N 1.955 2.387 -1.401
C 2.868 2.913 -0.389
C 2.775 1.914 0.780
O 2.021 2.323 1.736
N 3.351 0.763 0.769
C 4.487 0.486 -0.060
C 4.350 0.143 -1.591
O 5.392 0.239 -2.237
O 3.234 -0.247 -2.012
H 2.420 1.651 -1.924
H 1.667 3.110 -2.051
H 2.508 3.886 -0.044
H 3.902 3.016 -0.750
H 4.963 -0.407 0.369
H 5.220 1.303 -0.014
F -5.337 1.914 -0.245
C -4.953 1.018 0.691
C -5.776 0.853 1.777
F -6.894 1.615 1.839
C -5.530 -0.111 2.787
C -4.273 -0.754 2.652
C -3.442 -0.574 1.570
F -2.300 -1.279 1.530
C -3.771 0.286 0.514
C -3.027 0.282 -0.812
C -2.418 -1.039 -1.004
N -2.060 -2.099 -1.246
C -4.063 0.315 -1.855
N -4.883 0.313 -2.653
F -3.872 -1.615 3.614
C -6.456 -0.427 3.796
C -7.687 0.213 3.957
N -8.722 0.676 4.172
C -6.286 -1.458 4.724
N -6.256 -2.299 5.514
C 3.537 -5.735 -1.462
C 3.553 -4.199 -1.456
C 2.958 -3.661 -2.765
C 4.990 -3.694 -1.279
N 2.754 -3.798 -0.291
N 2.736 -2.400 0.009
H 4.116 -6.123 -2.298
H 2.516 -6.103 -1.545
H 3.963 -6.114 -0.536
H 3.561 -3.954 -3.621
H 2.905 -2.574 -2.741
H 1.947 -4.044 -2.894
H 5.658 -4.209 -1.966
H 5.326 -3.877 -0.260
H 5.058 -2.629 -1.486
H 1.786 -4.069 -0.462
H 3.043 -1.832 -0.779
H 3.378 -2.218 0.774
*
```

The HOMO-LUMO gap is 0.24925 Ha. For the energy, the calculation gives -78457.1193 eV. The value obtained for the HOMO energy is -2.7945 eV.

Results of the Mulliken charge analysis, in e, for atoms 1 through 5: 1.157 -0.682 -1.041 -0.459 1.302

---

Computed, not measured: a molecular structure, C37H31N4O3PRh at a distorted geometry, with ωB97M-V/def2-TZVPD.

Structure (ORCA input):
```
! wB97M-V def2-TZVPD RIJCOSX def2/J DEFGRID3
* xyz 1 1
Rh 0.625 -0.288 0.462
O -2.820 1.166 2.183
C -1.875 0.423 2.025
O -0.639 0.670 2.056
C -2.176 -1.065 1.718
C -3.382 -1.636 2.092
C -3.601 -2.965 1.773
C -2.619 -3.659 1.081
C -1.448 -3.000 0.743
N -1.237 -1.729 1.060
H -4.119 -1.034 2.596
H -4.526 -3.449 2.045
H -2.755 -4.694 0.806
H -0.662 -3.498 0.191
O 2.972 1.584 0.077
N 1.876 1.194 -0.687
C 2.156 1.052 -1.942
C 1.249 0.641 -2.971
C 1.778 0.445 -4.256
C 1.006 -0.061 -5.281
C -0.329 -0.382 -5.049
C -0.891 -0.142 -3.807
C -0.130 0.389 -2.767
P -0.819 0.786 -1.149
C -0.683 2.602 -1.079
C -0.680 3.343 -2.259
C -0.589 4.722 -2.203
C -0.494 5.364 -0.980
C -0.497 4.629 0.195
C -0.592 3.250 0.150
C -2.598 0.472 -1.258
C -3.518 1.510 -1.147
C -4.871 1.236 -1.215
C -5.318 -0.067 -1.363
C -4.404 -1.107 -1.439
C -3.049 -0.841 -1.396
H 2.627 1.956 0.907
H 3.180 1.248 -2.253
H 2.816 0.690 -4.430
H 1.441 -0.216 -6.259
H -0.931 -0.798 -5.844
H -1.937 -0.358 -3.642
H -0.740 2.844 -3.216
H -0.566 5.297 -3.115
H -0.409 6.437 -0.938
H -0.409 5.128 1.148
H -0.586 2.676 1.067
H -3.183 2.527 -1.006
H -5.575 2.050 -1.146
H -6.378 -0.268 -1.412
H -4.750 -2.125 -1.528
H -2.318 -1.637 -1.454
C 1.522 -1.329 3.457
N 1.618 -1.569 2.047
C 2.073 -2.690 1.592
C 2.067 -2.951 0.209
C 2.564 -4.055 -0.528
C 2.230 -3.821 -1.842
C 1.534 -2.589 -1.867
N 1.446 -2.072 -0.652
C 2.600 -0.347 3.873
C 2.606 0.928 3.324
C 3.594 1.831 3.674
C 4.566 1.462 4.593
C 4.548 0.200 5.158
C 3.575 -0.714 4.788
H 1.606 -2.259 4.038
H 0.548 -0.859 3.648
H 2.448 -3.470 2.258
H 3.098 -4.891 -0.126
H 2.430 -4.435 -2.696
H 1.110 -2.096 -2.724
H 1.795 1.204 2.654
H 3.610 2.825 3.252
H 5.332 2.166 4.875
H 5.293 -0.082 5.887
H 3.564 -1.702 5.226
*
```

The HOMO-LUMO gap (spin up / spin down) is 0.20968 / 0.20970 Ha. For the energy, the calculation gives -63265.5575 eV. The value obtained for the HOMO energy (spin up / spin down) is -10.3413 / -10.3414 eV.

Results of the Mulliken charge analysis, in e, for atoms 1 through 5: -0.147 -0.690 -0.181 -0.454 0.669